Record 1
Formula: C5H11S
Source: the OMol25 dataset
Level of theory: ωB97M-V/def2-TZVPD

ORCA input file:
```
! RIJCOSX wB97M-V def2-TZVPD def2/J DEFGRID3
* xyz -1 1
C 3.22 -0.26 -1.05
S 1.87 -0.69 -2.21
H 3.17 0.80 -0.78
H 3.21 -0.85 -0.13
H 4.18 -0.43 -1.54
C -2.22 0.57 1.43
C -1.28 0.24 0.30
C -1.18 1.03 -0.77
C -0.42 -1.01 0.44
H -2.70 -0.38 1.73
H -3.05 1.25 1.25
H -1.64 0.84 2.32
H -0.51 0.86 -1.60
H -1.86 1.89 -0.81
H 0.39 -0.97 -0.32
H -1.12 -1.84 0.27
H -0.05 -1.06 1.47
*
```

The calculation puts the frontier orbital gap at 5.9 eV. As for the relative energy (zero: lowest compared OMol25 entry of this formula, charge and spin): 2.8 kcal per mole. The calculated total energy comes out at -16198.5767 eV. The value obtained for the highest occupied orbital energy is -2.2375 eV.

natural (NBO) atomic charge list, values in e, 5 entries: C -0.74; S -0.72; H 0.17; H 0.17; H 0.17

Record 2
Formula: C5H6O
Source: the OMol25 dataset
Level of theory: ωB97M-V/def2-TZVPD

ORCA input file:
```
! RIJCOSX wB97M-V def2-TZVPD def2/J DEFGRID3
* xyz 0 1
C -0.68 0.66 2.25
C -0.16 0.88 1.19
C 0.49 1.08 -0.11
C 0.76 -0.26 -0.82
C -0.39 -1.23 -0.90
O 1.85 -0.49 -1.30
H -1.13 0.47 3.20
H -0.16 1.68 -0.76
H 1.44 1.60 -0.01
H -0.18 -1.99 -1.65
H -1.33 -0.71 -1.14
H -0.52 -1.71 0.07
*
```

The calculation puts the frontier orbital gap at 10.5 eV. As for the relative energy (zero: lowest compared OMol25 entry of this formula, charge and spin): 35.5 kcal per mole. As for the SMILES: C#CCC(C)=O. The calculated total energy comes out at -7327.7461 eV. The value obtained for the highest occupied orbital energy is -9.6857 eV.

natural (NBO) atomic charge list, values in e, 5 entries: C -0.25; C 0.00; C -0.59; C 0.62; C -0.73

Look up the relative energy (zero: lowest compared OMol25 entry of this formula, charge and spin) of the second one.
35.5 kcal per mole

Which of these has the lowest relative energy (zero: lowest compared OMol25 entry of this formula, charge and spin)?
C5H11S